33
Properties=species:S:1:pos:R:3:forces:R:3:lowdin_charge:R:1 method="wB97M-V/def2-TZVPD" smiles=COc1cc2ncnc(Sc3nnc(C)s3)c2cc1OC e_above_lowest_ev=1.664 spin_multiplicity=1 max_force_ev_per_a=1.8 orbital_gap_ev=8.481 e_homo_ev=-8.62
C -0.9742 -3.9184 2.6862 -0.224 -0.123 0.153 -0.068
O 0.0123 -3.3079 1.8865 0.195 0.230 -0.326 -0.049
C -0.3790 -2.4235 0.9478 -0.183 -0.017 0.063 -0.185
C -1.6770 -2.0937 0.6551 0.250 -0.320 0.294 0.060
C -1.9696 -1.1056 -0.3051 0.802 0.451 -0.406 -0.222
N -3.2490 -0.8048 -0.5906 -0.444 -0.294 0.196 0.131
C -3.4610 0.1459 -1.4560 -0.191 -0.124 0.093 -0.204
N -2.5347 0.9462 -1.9900 0.250 0.532 -0.333 0.074
C -1.2876 0.6867 -1.7067 0.330 0.018 -0.043 -0.545
S -0.0739 1.8790 -2.2806 -0.261 -0.103 -0.285 1.005
C 0.8354 2.0204 -0.8030 -0.656 0.127 1.009 -0.934
N 2.1164 2.1125 -0.7478 -0.427 -0.195 -1.684 -0.055
N 2.5965 2.1876 0.4822 1.159 0.188 1.304 -0.014
C 1.7111 2.1581 1.4115 -1.132 -0.034 -0.113 -0.638
C 2.0082 2.1573 2.8582 0.038 -0.037 0.232 -0.082
S 0.0675 2.0574 0.7946 1.129 0.197 -0.518 1.065
C -0.8907 -0.4299 -0.9446 -0.850 -0.380 0.165 -0.196
C 0.4330 -0.8536 -0.7187 0.382 -0.391 0.208 -0.001
C 0.7020 -1.8166 0.2165 0.108 0.263 -0.227 -0.186
O 1.9325 -2.2588 0.5472 -0.408 -0.175 0.154 -0.050
C 3.0468 -1.6976 -0.1129 0.223 0.160 -0.134 -0.054
H -0.4318 -4.5367 3.3989 -0.076 0.025 -0.041 0.097
H -1.6403 -4.5487 2.0895 0.027 0.042 0.010 0.100
H -1.5660 -3.1726 3.2256 0.021 -0.021 -0.039 0.100
H -2.5143 -2.5635 1.1430 -0.056 -0.088 0.104 0.115
H -4.4845 0.3535 -1.7352 -0.101 -0.007 -0.021 0.109
H 3.0642 2.3669 3.0056 0.025 0.016 0.014 0.084
H 1.7748 1.1806 3.2828 0.019 -0.007 0.074 0.081
H 1.4075 2.9032 3.3743 0.026 0.039 0.087 0.077
H 1.2260 -0.4015 -1.2911 0.129 0.009 0.044 0.100
H 3.9182 -2.1782 0.3267 -0.033 0.036 -0.058 0.098
H 3.0199 -1.9043 -1.1868 -0.023 0.008 0.028 0.103
H 3.1102 -0.6166 0.0462 -0.046 -0.029 -0.005 0.085